DFT (wB97M-V/def2-TZVPD) results for a structure of composition C7H8INO3S4Y in a non-equilibrium geometry.

```
25
Properties=species:S:1:pos:R:3:forces:R:3
Y -0.41882 -0.52227 -0.79138 0.049 0.556 0.227
N -0.70255 0.61930 1.56908 -0.064 -0.125 0.078
C -1.94872 0.51377 2.34384 0.081 0.097 -0.237
C -2.56352 -0.87832 2.22667 0.267 -0.026 0.491
C -3.20119 -1.13195 0.88482 0.427 -0.041 -0.980
O -4.38928 -1.35649 0.79791 -0.094 -0.021 -0.055
O -2.36951 -1.07091 -0.14111 -0.689 -0.254 0.730
H 0.07803 0.16711 2.03716 -0.010 -0.063 0.063
H -0.40685 1.57839 1.42673 -0.072 0.067 -0.068
H -2.65317 1.24785 1.95009 -0.011 0.040 -0.037
H -1.79494 0.75970 3.39395 0.035 -0.005 0.175
H -3.33447 -1.01061 2.98214 -0.012 0.032 0.083
H -1.77891 -1.62279 2.41392 -0.074 0.014 -0.047
O 6.09876 1.89311 -1.62241 -0.336 -0.046 0.139
C 4.97066 1.54996 -1.33886 0.351 0.050 -0.188
S 4.57813 0.06801 -0.47250 0.039 -0.001 -0.013
C 2.83056 0.25271 -0.47397 -0.172 -0.483 0.228
C 2.33863 1.34903 -1.07305 -0.445 0.206 -0.051
S 0.65055 1.87333 -1.26432 0.501 0.169 0.058
S 3.51900 2.45115 -1.77188 0.010 0.010 -0.015
S 1.97724 -1.08539 0.33308 0.113 0.264 -0.055
I -1.63575 -0.27760 -3.88425 -0.099 0.101 0.052
C -0.14285 -1.52314 -2.89435 0.145 -0.550 -0.600
H 0.76206 -1.31363 -3.46555 0.056 0.035 0.007
H -0.46311 -2.53033 -3.16574 0.003 -0.027 0.013
```
Forces are in eV/Å.

Charge: -1
E_LUMO, Eh: 0.094
Multiplicity: 1
Highest occupied orbital energy, hartree: -0.1652

Here are the Mulliken charges for atoms 1 to 4, given in e: 1.022, -0.398, -0.649, -0.490

DFT (wB97M-V/def2-TZVPD) results for a structure of composition C7H8N2O2 in a non-equilibrium geometry.

```
19
Properties=species:S:1:pos:R:3:forces:R:3
C -1.16779 2.91719 0.10299 -1.056 3.433 -0.969
C -0.98105 2.78687 1.46712 -0.253 -0.054 1.623
C -0.17580 0.92087 -0.35733 -0.780 2.236 0.976
C -0.15652 0.74454 1.02263 0.937 -0.932 0.725
C 0.59217 -1.22905 -0.21736 -0.039 -1.097 -0.557
C 1.88344 -1.85966 -0.72654 -1.307 0.461 -1.696
C -0.69099 -2.07927 -0.42463 1.833 1.802 1.656
N -0.71791 2.12358 -0.83859 1.306 -3.980 0.242
N -0.46976 1.64055 1.93945 1.029 -2.630 -1.313
O 0.39177 -0.04191 -1.03189 -0.242 0.916 -1.682
O 0.65164 -0.87319 1.09756 -1.070 4.383 1.473
H -1.67950 3.86412 -0.34222 0.963 -1.617 1.132
H -1.20859 3.52906 2.29209 0.029 -0.725 -1.605
H 1.64312 -2.24892 -1.74739 0.284 -0.307 0.959
H 2.25424 -2.56158 -0.03603 0.174 -1.277 0.609
H 2.67386 -1.16922 -0.91272 0.399 0.990 0.218
H -0.53973 -3.10250 -0.16716 -0.187 -0.611 0.208
H -1.01863 -1.86933 -1.37611 -0.876 -0.280 -2.378
H -1.28396 -1.49213 0.25613 -1.144 -0.712 0.380
```
Forces are in eV/Å.

Relative energy (zero: lowest compared OMol25 entry of this formula, charge and spin), kJ/mol: 337.95
E_LUMO, Eh: 0.004
Multiplicity: 1
Highest occupied orbital energy, hartree: -0.3351

Here are the Mulliken charges for atoms 1 to 4, given in e: -0.086, -0.317, 0.579, 0.552

DFT (wB97M-V/def2-TZVPD) results for a structure of composition C7H8N2O2S in a non-equilibrium geometry.

```
20
Properties=species:S:1:pos:R:3:forces:R:3
C -3.27296 -0.84878 -0.37385 -1.988 0.934 1.183
C -3.57525 0.11075 0.60679 0.008 -2.009 -2.239
C -1.42287 -0.01367 -0.09373 4.601 1.683 0.432
C 1.13980 1.53136 0.05101 -2.990 -0.238 1.020
C 1.55729 -0.92014 0.06746 -0.022 -1.473 -0.833
C 2.48224 1.99772 0.51475 1.981 1.648 -0.100
C 1.08286 -2.09176 -0.69768 -1.931 1.666 -1.417
N -2.00051 -0.86948 -0.79199 2.355 0.299 0.571
N 0.79611 0.17131 -0.12002 -3.454 2.701 -0.249
O 0.18388 2.31245 0.00339 1.176 -0.162 -0.241
O 2.53851 -0.92264 0.72802 2.649 0.300 1.714
S -2.22775 1.03726 1.04784 1.215 -1.119 -1.345
H -3.85055 -1.58977 -0.89269 -1.050 0.225 0.308
H -4.55387 0.42194 0.77995 -1.388 0.282 0.872
H 2.51446 3.17811 0.62454 -0.516 -2.528 -0.344
H 2.64964 1.56020 1.54122 0.159 0.256 -1.296
H 3.33472 1.75105 -0.22070 -1.279 -0.066 1.390
H 0.69976 -1.56139 -1.59807 0.061 -0.983 0.101
H 1.74010 -2.86870 -0.99455 0.760 -0.567 0.419
H 0.18441 -2.38582 -0.18167 -0.345 -0.849 0.054
```
Forces are in eV/Å.

Relative energy (zero: lowest compared OMol25 entry of this formula, charge and spin), kJ/mol: 460.19
E_LUMO (alpha / beta), Eh: -0.043 / -0.043
Multiplicity: 1
Highest occupied orbital energy (alpha / beta), hartree: -0.3490 / -0.3490

Here are the Mulliken charges for atoms 1 to 4, given in e: -0.433, -0.402, 0.626, 0.587

DFT (wB97M-V/def2-TZVPD) results for the molecule C7H8N2O4S in a non-equilibrium geometry.

```
22
Properties=species:S:1:pos:R:3:forces:R:3
O 4.49140 -1.86130 1.41420 -7.305 4.778 -3.499
C 3.45022 -1.24472 0.84952 3.821 -3.318 1.176
O 2.68286 -1.92059 -0.24451 1.566 3.123 1.696
C 2.15506 -0.72334 -0.97965 0.692 0.849 1.934
C 1.65496 0.12356 0.33103 -0.281 -1.399 -2.846
C 1.08661 1.52355 -0.30261 0.449 0.173 1.671
C -0.47535 1.68588 0.17249 0.296 -0.126 1.506
S -1.72478 1.40916 -1.24644 -0.238 -2.068 1.332
C -2.92668 0.14972 -0.51859 -2.145 1.909 2.789
N -3.82112 0.78122 0.52774 2.301 -7.284 -4.407
N -4.58896 -0.32718 0.94328 2.158 -4.037 -3.187
C -4.20096 -1.60902 0.17980 0.417 5.416 1.160
O -3.12403 -1.28356 -0.79208 -2.366 3.677 3.867
O 2.91110 0.10349 1.09499 0.735 -3.203 -0.977
H 1.36278 -0.92217 -1.82149 1.744 0.015 1.876
H 3.14751 -0.13422 -1.28493 -2.449 -1.119 -0.182
H 0.95842 -0.57241 0.96241 0.624 1.757 -1.362
H 1.72743 2.39833 0.19672 -1.435 -1.777 -1.387
H 1.23318 1.48415 -1.48135 -0.390 0.285 2.661
H -0.71392 2.73931 0.64355 0.588 -2.082 -1.199
H -0.64917 0.89952 1.05114 0.060 1.734 -2.126
H -4.63659 -2.69937 0.30478 1.159 2.699 -0.495
```
Forces are in eV/Å.

Relative energy (zero: lowest compared OMol25 entry of this formula, charge and spin), kJ/mol: 543.34
E_LUMO, Eh: -0.023
Multiplicity: 1
Highest occupied orbital energy, hartree: -0.3511
SMILES: O=C1OC[C@H](CCSc2nnco2)O1

Here are the Mulliken charges for atoms 1 to 4, given in e: -0.520, 0.525, -0.331, -0.605

DFT (wB97M-V/def2-TZVPD) results for the molecule C7H8N2S in a non-equilibrium geometry.

```
18
Properties=species:S:1:pos:R:3:forces:R:3
C -0.50033 -1.59488 -0.84300 0.028 0.148 0.022
C 0.05971 -0.74011 -0.00340 3.197 -0.702 3.824
C -0.32620 0.62866 -0.22448 -0.007 0.378 0.037
C 1.21824 -0.95208 1.43236 -2.996 0.465 -3.739
C -1.39687 -0.85494 -1.79884 -0.165 0.050 -0.196
C -1.33947 0.61824 -1.34140 -0.150 0.109 -0.177
C 1.14467 1.55940 1.34374 0.335 0.250 0.073
N 0.11360 1.65771 0.37273 -0.420 0.051 -0.436
N 1.46110 0.24765 1.92753 0.030 0.255 0.192
S 1.71157 -2.39904 1.93332 0.193 -0.492 0.230
H -0.36468 -2.66295 -0.88454 0.115 -0.123 0.133
H -1.03944 -0.96841 -2.82777 -0.077 -0.053 0.078
H -2.41333 -1.25427 -1.76230 0.044 -0.018 -0.070
H -2.30780 0.96296 -0.97520 0.046 0.036 -0.013
H -1.02998 1.28858 -2.14499 -0.045 0.015 0.092
H 2.06285 1.94697 0.86628 -0.210 -0.012 0.229
H 0.89265 2.22610 2.18049 0.124 -0.166 -0.184
H 2.05372 0.29041 2.74946 -0.044 -0.193 -0.097
```
Forces are in eV/Å.

Relative energy (zero: lowest compared OMol25 entry of this formula, charge and spin), kJ/mol: 153.39
E_LUMO, Eh: 0.019
Multiplicity: 1
Highest occupied orbital energy, hartree: -0.3071
SMILES: S=C1NCN=C2CCC=C12

Here are the Mulliken charges for atoms 1 to 4, given in e: -0.525, 0.179, 0.327, 0.185

DFT (wB97M-V/def2-TZVPD) results for the molecule C7H8N2Si in a non-equilibrium geometry.

```
18
Properties=species:S:1:pos:R:3:forces:R:3
C 2.09712 1.36680 -0.11055 -1.150 -1.852 -0.581
C -2.74857 0.22871 -0.08725 3.054 0.149 0.796
C -2.01885 1.48320 0.07206 -3.204 -2.126 0.483
C -2.05980 -1.01641 -0.06799 -0.313 1.639 0.252
C -0.66226 1.42658 0.08402 0.616 1.962 -1.159
C -0.66905 -0.96427 -0.03344 0.662 -2.493 -1.674
C -0.00136 0.22210 -0.17587 1.339 0.901 1.493
N 2.87472 2.19227 -0.01237 1.493 2.089 0.404
N 1.40565 0.25906 -0.31816 1.301 -2.833 0.330
Si 2.74274 -1.47105 0.05693 -4.075 2.802 -0.927
H -3.77619 0.31572 -0.09348 -2.081 -0.229 -0.038
H -2.70386 2.35524 0.32822 1.544 -0.852 -0.703
H -2.49340 -2.01967 -0.01886 -0.385 0.658 -0.202
H -0.12369 2.40202 0.04563 -0.100 -1.011 0.375
H -0.09016 -1.95061 -0.19690 -1.002 1.723 0.548
H 3.00145 -1.84875 -1.30972 0.630 -0.292 -0.223
H 1.78363 -2.21923 0.81800 -0.198 -0.988 0.062
H 3.44188 -0.76172 1.01974 1.868 0.755 0.766
```
Forces are in eV/Å.

Relative energy (zero: lowest compared OMol25 entry of this formula, charge and spin), kJ/mol: 158.09
E_LUMO, Eh: -0.021
Multiplicity: 1
Highest occupied orbital energy, hartree: -0.2954
SMILES: N#CN([SiH3])c1ccccc1

Here are the Mulliken charges for atoms 1 to 4, given in e: 0.475, -0.473, -0.472, -0.587

DFT (wB97M-V/def2-TZVPD) results for the ion C7H8N3O2 with charge -1 in a non-equilibrium geometry.

```
20
Properties=species:S:1:pos:R:3:forces:R:3
C -1.14907 0.25211 1.35598 1.008 -0.520 -1.887
C -0.91064 1.34498 2.13494 -0.686 -2.445 -0.392
C -0.19923 0.32316 0.21702 -0.436 0.661 1.306
C 0.58219 1.47722 0.43584 -0.197 -0.389 -0.164
C 0.01045 -0.56863 -0.92081 1.658 3.037 0.159
C 2.14823 0.32718 -1.36003 1.099 0.278 0.265
C -0.98446 -1.54822 -1.29934 0.148 -1.295 0.552
N 1.02410 -0.46326 -1.73034 -0.524 -0.100 0.581
N 0.15173 1.96318 1.60554 0.602 2.305 0.343
N 2.03657 1.80023 -1.28255 -0.229 -0.422 0.252
O 3.06357 2.38059 -0.82956 0.059 0.113 -0.588
O 2.66160 -0.10098 -0.09813 1.330 0.180 0.118
H -1.72293 -0.63341 1.48602 -0.909 -0.129 0.550
H -1.24883 1.63277 3.07556 -0.779 0.268 1.403
H 2.91438 0.14425 -2.10316 0.472 -0.135 -0.410
H -1.52586 -1.78963 -0.34836 0.292 -0.758 -1.187
H -0.32978 -2.26822 -1.85182 -1.259 -0.366 0.795
H -1.65897 -1.13252 -2.01335 -0.727 0.395 -0.425
H 0.47003 2.77377 2.12026 0.480 0.033 -0.832
H 3.43821 0.49737 0.10089 -1.402 -0.711 -0.439
```
Forces are in eV/Å.

Relative energy (zero: lowest compared OMol25 entry of this formula, charge and spin), kJ/mol: 283.82
Charge: -1
E_LUMO (alpha / beta), Eh: 0.141 / 0.138
Multiplicity: 3
Highest occupied orbital energy (alpha / beta), hartree: -0.0712 / -0.1128

Here are the Mulliken charges for atoms 1 to 4, given in e: -0.733, -0.714, 0.671, -0.336

DFT (wB97M-V/def2-TZVPD) results for a structure of composition C7H8N4O in a non-equilibrium geometry.

```
20
Properties=species:S:1:pos:R:3:forces:R:3
C 0.91041 -0.32424 -3.58525 -0.243 -1.792 -0.630
C 0.82740 -1.31083 -2.37206 -1.474 -5.647 -3.276
C 0.77101 -0.63494 -1.11961 -1.663 4.785 1.852
C 1.42025 1.08691 0.17365 -1.421 -0.787 0.857
C -0.31655 -0.37233 -0.19790 2.799 -0.265 -1.166
C -1.57876 -0.95958 0.08303 -1.946 -2.536 1.325
C -0.36878 0.80695 2.03601 2.615 -0.510 0.002
H 0.33838 0.61832 -3.01614 2.086 -1.740 -2.792
H 2.21631 -0.43863 -3.85209 -4.447 1.538 0.245
H 0.05190 -0.94155 -4.63942 3.001 2.364 3.122
H 1.63490 -2.09517 -2.32690 0.024 1.241 -0.220
H -0.01229 -2.21213 -2.70618 1.398 2.908 1.815
H 1.82822 1.66137 1.17347 0.200 -0.826 -3.568
H -1.98513 -1.97917 -0.26123 1.016 1.980 -0.760
H -2.23534 0.70125 2.86387 1.483 -2.405 -3.106
N 1.72260 0.47200 -1.04071 -0.920 -1.141 4.236
N 0.16543 0.69524 0.58466 -0.192 -0.635 2.635
N -2.35132 -0.65768 1.10629 2.709 1.339 -0.103
N -1.66547 0.22116 1.98541 -0.395 3.925 4.784
O 0.38431 1.22738 3.02599 -4.629 -1.799 -5.253
```
Forces are in eV/Å.

Relative energy (zero: lowest compared OMol25 entry of this formula, charge and spin), kJ/mol: 748.91
E_LUMO, Eh: -0.008
Multiplicity: 1
Highest occupied orbital energy, hartree: -0.3198

Here are the Mulliken charges for atoms 1 to 4, given in e: -0.692, -0.438, 0.006, 0.014